1.
# C12H32FO4Zn

A molecular structure, C12H32FO4Zn at a distorted geometry (the ωB97M-V functional and the def2-TZVPD basis, the Open Molecules 2025 dataset).

Element x y z (Å)
Zn -3.22079 -1.07913 -0.37850
F -1.28161 -0.90775 -0.87398
C 1.17665 1.76814 2.16362
C 0.82704 0.42162 2.85460
C 0.43320 0.58252 4.33322
O -0.26167 -0.22516 2.19927
H 0.30843 2.42713 2.15972
H 1.58023 1.63747 1.15955
H 1.93721 2.27812 2.75486
H 1.70196 -0.22644 2.80332
H 0.24040 -0.40314 4.75678
H -0.51451 1.11729 4.39609
H 1.22952 1.13491 4.83207
H -0.12429 -0.40867 1.26704
C 2.03005 1.34266 -3.87994
C 1.12850 0.41917 -3.07886
C 1.81260 -0.94879 -2.95073
O 0.87282 0.97769 -1.81470
H 2.45275 0.99777 -4.82359
H 2.90983 1.55985 -3.27422
H 1.50722 2.25099 -4.17942
H 0.19357 0.33877 -3.63343
H 2.69888 -0.88138 -2.31981
H 2.21883 -1.36435 -3.87290
H 1.12665 -1.66982 -2.50610
H 0.36960 0.32387 -1.32388
C 0.34177 -3.43630 1.63521
C 1.11403 -3.35252 0.30928
C 0.33716 -4.03181 -0.83921
O 1.19814 -2.01756 -0.05612
H -0.58022 -2.85645 1.59265
H 0.97357 -2.99282 2.40479
H 0.05223 -4.45859 1.87852
H 2.09683 -3.79352 0.47580
H -0.54984 -3.45149 -1.09330
H 0.00856 -5.04305 -0.59938
H 0.91551 -3.97505 -1.76138
H 0.39947 -1.72337 -0.50017
C -2.03651 2.87096 -1.21175
C -2.20039 1.99587 0.00731
C -2.63781 2.73772 1.31146
O -3.27721 1.04807 -0.19450
H -2.99589 3.34237 -1.42496
H -1.92219 2.24760 -2.09857
H -1.23428 3.58853 -1.03964
H -1.27275 1.45628 0.19819
H -1.88139 3.35534 1.79569
H -2.92239 1.97974 2.04123
H -3.44042 3.45791 1.15262
H -3.83927 1.58899 -0.75404

Values from the calculation:
ΔE to the lowest compared entry with this formula, charge and spin (kcal per mole): 85.6
Total charge: +1
Highest occupied orbital energy (eV): -12.26
E (a.u.): -2656.2173
LUMO energy (eV): -8.347
Frontier orbital gap (eV): 3.9158

=====

2.
# C12H33BrFN7O16P

8 unconnected molecules or ions with the total composition C12H33BrFN7O16P at a distorted geometry (the ωB97M-V functional and the def2-TZVPD basis, the Open Molecules 2025 dataset).

Element x y z (Å)
C 3.42161 1.74716 0.09714
C 3.46909 1.41733 -1.51878
C 2.26261 0.38695 -1.93054
Br 2.60114 -0.40759 -3.73824
C 0.74989 1.01132 -1.84243
O 0.05263 0.68120 -0.55608
P -1.53474 1.45517 -0.66075
O -0.93557 2.79825 -1.65078
C 0.49745 2.61631 -2.05789
F 0.45660 3.08213 -3.49079
H 4.21897 1.09672 0.70193
H 3.61069 2.89941 0.23382
H 2.36803 1.49174 0.54250
H 3.53541 2.37785 -2.20153
H 4.49833 0.83898 -1.69521
H 2.30304 -0.50954 -1.14552
H 0.16468 0.45555 -2.71586
H -2.11026 0.59917 0.38470
H -1.35113 2.37311 0.44982
H -2.87544 1.95277 -0.98658
H -1.80184 0.54569 -1.77392
H 1.26358 3.28760 -1.44010
C 3.67506 -1.68847 3.72037
N 3.33195 -0.66982 2.69159
O 3.07767 0.47297 3.08945
O 3.32768 -1.04626 1.51376
H 3.64022 -1.22044 4.70643
H 2.93816 -2.49096 3.64807
H 4.68120 -2.05201 3.50140
C -3.99187 -2.37182 -2.61342
N -2.58844 -1.92124 -2.41062
O -2.03416 -2.25340 -1.35642
O -2.08297 -1.24692 -3.31550
H -4.30591 -2.95212 -1.74324
H -4.61133 -1.47973 -2.72610
H -4.01337 -2.98700 -3.51537
C -4.50375 2.28856 2.08872
N -5.20604 1.40090 1.12300
O -6.09590 0.66868 1.57124
O -4.84417 1.46437 -0.05769
H -4.92228 2.12851 3.08460
H -3.44441 2.02467 2.06856
H -4.66272 3.31918 1.76468
C 2.99989 2.46956 6.55176
N 2.32318 1.14450 6.54469
O 1.08952 1.13862 6.62822
O 3.04959 0.14782 6.45541
H 2.24301 3.25242 6.63446
H 3.67280 2.49130 7.41138
H 3.55068 2.56327 5.61352
C 1.69665 5.61237 3.28473
N 2.62321 5.53479 4.44630
O 2.65668 6.50710 5.20945
O 3.29062 4.49997 4.55912
H 1.17682 6.57240 3.31091
H 2.29760 5.52377 2.37740
H 0.98710 4.78709 3.37353
C -5.63162 -6.69908 -3.76929
N -5.77800 -5.23180 -3.96787
O -5.82147 -4.52508 -2.95418
O -5.84505 -4.83106 -5.13574
H -5.58536 -6.90784 -2.69837
H -6.50220 -7.18091 -4.21892
H -4.70762 -7.00780 -4.26261
C 1.88920 -3.85991 -4.90920
N 2.14012 -5.29905 -5.19149
O 3.31889 -5.65947 -5.28905
O 1.14665 -6.02614 -5.30708
H 2.84782 -3.34242 -4.83292
H 1.29963 -3.45976 -5.73657
H 1.34230 -3.79962 -3.96596

Values from the calculation:
Total charge: -1
Highest occupied orbital energy (eV): -4.08
E (a.u.): -5078.5970
LUMO energy (eV): 1.353
Frontier orbital gap (eV): 5.4377

=====

3.
# C12H33ClI2O3P3Tm

A molecular structure, C12H33ClI2O3P3Tm at a distorted geometry (the ωB97M-V functional and the def2-TZVPD basis, the Open Molecules 2025 dataset).

Element x y z (Å)
I 0.88212 -0.98630 2.19306
I -1.78403 -0.82809 0.84767
Tm -0.49580 0.86445 -2.24285
P 0.06416 2.64064 -0.29783
C -0.04637 2.81823 1.50158
C 1.71194 3.38299 -0.60505
H 1.67878 4.46445 -0.40108
H -0.75469 4.93097 -0.46686
H 2.00125 3.19402 -1.65051
H -0.99276 4.03784 -2.01827
H 0.81896 2.31839 1.96265
H 2.43951 2.89368 0.06101
C -1.05782 3.97200 -0.91719
H -0.03578 3.89819 1.73712
H -2.09561 3.73836 -0.62677
H -0.96410 2.34735 1.88412
P 0.05225 -1.80949 -2.16791
C 0.00256 -3.24521 -1.04031
C -1.17656 -2.31892 -3.45027
H 1.90154 -1.27489 -3.66964
H 1.59002 -3.05524 -3.58217
H 2.43531 -2.20706 -2.24040
C 1.65298 -2.11901 -3.00876
H -1.17317 -1.61194 -4.29419
H -0.90777 -3.31990 -3.80740
H 0.15561 -4.15597 -1.64499
H -0.96385 -3.29136 -0.51695
H -2.18231 -2.34179 -3.00743
H 0.79116 -3.14678 -0.28220
Cl 1.20620 1.67710 -3.74743
C 1.83403 0.12851 6.76720
C 1.64556 -1.00656 5.80651
O 0.16397 -0.97897 5.47155
P -0.56571 -1.24853 4.12242
O -1.73619 -0.21131 4.08793
C -3.19921 -0.58153 4.13992
C -3.66058 -0.42158 5.56296
O -1.10917 -2.70773 4.10874
C -1.02053 -3.85977 5.08706
C -0.20920 -4.94935 4.44772
H 1.54686 1.07929 6.31150
H 2.88970 0.19867 7.02994
H 1.24514 -0.00984 7.67638
H 2.21378 -0.85771 4.87995
H 1.83526 -1.99252 6.24099
H -3.66695 0.11868 3.44174
H -3.31997 -1.60291 3.75459
H -2.99916 -0.95281 6.25978
H -3.67468 0.63764 5.83950
H -4.67756 -0.82168 5.63890
H -2.06457 -4.14128 5.23898
H -0.58248 -3.48086 6.02033
H -0.27186 -5.84119 5.07356
H -0.59628 -5.20460 3.45739
H 0.84416 -4.66782 4.36773

Values from the calculation:
ΔE to the lowest compared entry with this formula, charge and spin (kcal per mole): 0.0
Total charge: +2
Highest occupied orbital energy (spin up / spin down) (eV): -12.41 / -12.41
E (a.u.): -3867.1618
LUMO energy (spin up / spin down) (eV): -6.939 / -6.987
Multiplicity: 3
Frontier orbital gap (spin up / spin down) (eV): 5.4663 / 5.4195

=====

> The lowest total charge belongs to which entry?

C12H33BrFN7O16P

=====

> Which value of total charge does entry 1 give?

+1

=====

> Among the records above, which one has the highest total charge?

C12H33ClI2O3P3Tm

=====

What did the second record say?
# C12H33BrFN7O16P

8 unconnected molecules or ions with the total composition C12H33BrFN7O16P at a distorted geometry (the ωB97M-V functional and the def2-TZVPD basis, the Open Molecules 2025 dataset).

Element x y z (Å)
C 3.42161 1.74716 0.09714
C 3.46909 1.41733 -1.51878
C 2.26261 0.38695 -1.93054
Br 2.60114 -0.40759 -3.73824
C 0.74989 1.01132 -1.84243
O 0.05263 0.68120 -0.55608
P -1.53474 1.45517 -0.66075
O -0.93557 2.79825 -1.65078
C 0.49745 2.61631 -2.05789
F 0.45660 3.08213 -3.49079
H 4.21897 1.09672 0.70193
H 3.61069 2.89941 0.23382
H 2.36803 1.49174 0.54250
H 3.53541 2.37785 -2.20153
H 4.49833 0.83898 -1.69521
H 2.30304 -0.50954 -1.14552
H 0.16468 0.45555 -2.71586
H -2.11026 0.59917 0.38470
H -1.35113 2.37311 0.44982
H -2.87544 1.95277 -0.98658
H -1.80184 0.54569 -1.77392
H 1.26358 3.28760 -1.44010
C 3.67506 -1.68847 3.72037
N 3.33195 -0.66982 2.69159
O 3.07767 0.47297 3.08945
O 3.32768 -1.04626 1.51376
H 3.64022 -1.22044 4.70643
H 2.93816 -2.49096 3.64807
H 4.68120 -2.05201 3.50140
C -3.99187 -2.37182 -2.61342
N -2.58844 -1.92124 -2.41062
O -2.03416 -2.25340 -1.35642
O -2.08297 -1.24692 -3.31550
H -4.30591 -2.95212 -1.74324
H -4.61133 -1.47973 -2.72610
H -4.01337 -2.98700 -3.51537
C -4.50375 2.28856 2.08872
N -5.20604 1.40090 1.12300
O -6.09590 0.66868 1.57124
O -4.84417 1.46437 -0.05769
H -4.92228 2.12851 3.08460
H -3.44441 2.02467 2.06856
H -4.66272 3.31918 1.76468
C 2.99989 2.46956 6.55176
N 2.32318 1.14450 6.54469
O 1.08952 1.13862 6.62822
O 3.04959 0.14782 6.45541
H 2.24301 3.25242 6.63446
H 3.67280 2.49130 7.41138
H 3.55068 2.56327 5.61352
C 1.69665 5.61237 3.28473
N 2.62321 5.53479 4.44630
O 2.65668 6.50710 5.20945
O 3.29062 4.49997 4.55912
H 1.17682 6.57240 3.31091
H 2.29760 5.52377 2.37740
H 0.98710 4.78709 3.37353
C -5.63162 -6.69908 -3.76929
N -5.77800 -5.23180 -3.96787
O -5.82147 -4.52508 -2.95418
O -5.84505 -4.83106 -5.13574
H -5.58536 -6.90784 -2.69837
H -6.50220 -7.18091 -4.21892
H -4.70762 -7.00780 -4.26261
C 1.88920 -3.85991 -4.90920
N 2.14012 -5.29905 -5.19149
O 3.31889 -5.65947 -5.28905
O 1.14665 -6.02614 -5.30708
H 2.84782 -3.34242 -4.83292
H 1.29963 -3.45976 -5.73657
H 1.34230 -3.79962 -3.96596

Values from the calculation:
Total charge: -1
Highest occupied orbital energy (eV): -4.08
E (a.u.): -5078.5970
LUMO energy (eV): 1.353
Frontier orbital gap (eV): 5.4377